Record 1
Density functional theory data (ωB97M-V/def2-TZVPD) for a cluster of 3 separate species, C4H15NO2S in total.

Structure (XYZ):
```
23
C4H15NO2S | the Open Molecules 2025 dataset | ωB97M-V/def2-TZVPD
N 1.20 1.69 -1.21
C 0.53 2.82 -0.58
C -0.24 2.49 0.69
C 0.61 2.42 1.96
C 1.00 1.02 2.39
S -0.34 0.17 3.31
H 0.79 0.81 -0.94
H 2.19 1.62 -1.01
H 1.28 3.61 -0.40
H -0.13 3.31 -1.30
H -1.06 3.16 0.81
H -0.71 1.52 0.54
H 0.08 2.92 2.77
H 1.52 3.04 1.90
H 1.91 1.00 3.00
H 1.16 0.35 1.56
H -0.57 1.17 4.16
O 0.03 -5.43 -3.88
H -0.23 -4.65 -3.37
H -0.12 -6.09 -3.18
O -2.72 -5.72 -2.06
H -3.51 -6.18 -2.40
H -2.66 -5.05 -2.76
```

The total charge is 0. The calculation puts the relative energy (zero: lowest compared OMol25 entry of this formula, charge and spin) at 70.3 kJ/mol. The calculation puts the total energy at -764.7955 Eh. As for the orbital gap: 9.71 eV. The SMILES is NCCCCS.O.O.

Record 2
Density functional theory data (ωB97M-V/def2-TZVPD) for a cluster of 4 separate species, C4H15NO3 in total.

Structure (XYZ):
```
23
C4H15NO3 | the Open Molecules 2025 dataset | ωB97M-V/def2-TZVPD
C 0.22 1.59 -0.02
N 1.51 1.03 -0.61
C 2.19 0.08 0.28
C 0.17 -1.52 0.40
C 1.39 -1.11 0.82
H -0.16 1.00 0.80
H -0.54 1.84 -0.76
H 0.53 2.60 0.31
H 2.06 1.70 -1.10
H 3.01 -0.33 -0.30
H 2.62 0.50 1.22
H -0.31 -2.27 0.98
H -0.32 -0.96 -0.42
H 1.61 -1.48 1.81
H -2.26 0.51 -1.76
H -2.98 -0.21 -0.63
O -2.94 0.65 -1.08
H -0.96 -0.87 -3.34
H 0.33 -1.55 -2.78
O -0.61 -1.75 -3.12
H -2.23 0.51 3.13
H -0.85 0.06 2.74
O -1.50 -0.03 3.45
```

The total charge is -1. Its multiplicity is 2. The calculation puts the relative energy (zero: lowest compared OMol25 entry of this formula, charge and spin) at 242.4 kJ/mol. The calculation puts the total energy at -441.7554 Eh. As for the orbital gap (spin up / spin down): 2.25 / 8.61 eV.

Record 3
Density functional theory data (ωB97M-V/def2-TZVPD) for a cluster of 3 separate species, C4H15NO3 in total.

Structure (XYZ):
```
23
C4H15NO3 | the Open Molecules 2025 dataset | ωB97M-V/def2-TZVPD
C -0.91 -1.38 -0.37
N 0.30 -0.86 0.37
C 1.53 -0.78 -0.41
C 1.66 0.32 -1.47
C 1.48 -0.26 -2.89
O 0.49 1.21 -1.51
H -1.72 -1.42 0.33
H -1.12 -0.81 -1.26
H -0.59 -2.37 -0.75
H 0.22 0.07 0.79
H 1.68 -1.79 -0.87
H 2.32 -0.67 0.33
H 2.51 1.04 -1.37
H 0.67 -0.94 -2.83
H 2.45 -0.67 -3.14
H 1.24 0.59 -3.55
H 0.19 1.43 -0.62
O -3.83 -0.45 2.74
H -3.18 -0.01 3.30
H -3.38 -0.60 1.90
O 0.08 1.76 2.59
H -0.17 1.77 3.51
H 0.08 2.62 2.16
```

The total charge is 0. The calculation puts the relative energy (zero: lowest compared OMol25 entry of this formula, charge and spin) at 155.0 kJ/mol. The calculation puts the total energy at -441.8228 Eh. As for the orbital gap: 9.00 eV. The SMILES is CNC[C@@H](C)O.O.O.

Record 4
Density functional theory data (ωB97M-V/def2-TZVPD) for a cluster of 4 separate species, C4H15NO3 in total.

Structure (XYZ):
```
23
C4H15NO3 | the Open Molecules 2025 dataset | ωB97M-V/def2-TZVPD
C -1.37 -0.38 0.88
C -1.20 -0.79 -0.38
N -1.42 -2.09 -0.86
C -0.77 0.32 -1.39
C -1.63 1.67 -1.40
H -0.92 0.57 1.22
H -1.75 -0.95 1.69
H -0.82 -2.27 -1.60
H -1.43 -2.74 -0.05
H -0.88 -0.13 -2.38
H 0.28 0.46 -1.28
H -2.69 1.49 -1.46
H -1.53 2.19 -0.48
H -1.41 2.19 -2.40
O 1.61 -0.84 0.98
H 1.32 -0.01 1.48
H 1.89 -1.48 1.69
O 0.57 1.16 2.65
H -0.24 1.76 2.76
H 0.45 0.56 3.36
O 3.08 0.54 -1.29
H 2.26 0.06 -0.85
H 3.20 1.21 -0.61
```

The total charge is 0. The calculation puts the relative energy (zero: lowest compared OMol25 entry of this formula, charge and spin) at 180.8 kJ/mol. The calculation puts the total energy at -441.8130 Eh. As for the orbital gap: 8.17 eV. The SMILES is C=C(N)CC.O.O.O.

Record 5
Density functional theory data (ωB97M-V/def2-TZVPD) for a structure of composition C4H15NO3.

Structure (XYZ):
```
23
C4H15NO3 | the Open Molecules 2025 dataset | ωB97M-V/def2-TZVPD
C 3.00 0.05 -0.97
C 2.34 1.10 -0.05
C 1.03 1.72 -0.16
N 0.38 2.49 0.63
C -0.37 -0.86 1.17
H 4.10 0.17 -0.90
H 2.90 0.39 -2.01
H 2.73 -1.02 -0.90
H 2.76 1.04 1.00
H 0.54 1.62 -1.20
H 0.66 2.31 1.66
H -0.54 -0.38 0.21
H -1.18 -1.31 1.64
H 0.29 -1.68 1.08
H -2.48 0.27 0.23
H -3.13 -3.03 -0.16
O -2.50 -2.36 0.11
H -1.78 1.55 0.57
H 0.22 -0.26 1.84
O -2.60 1.02 0.82
H -2.23 -0.73 -2.35
H -2.30 -1.49 -0.78
O -1.84 -0.64 -1.48
```

The total charge is 0. The calculation puts the relative energy (zero: lowest compared OMol25 entry of this formula, charge and spin) at 800.2 kJ/mol. The calculation puts the total energy at -441.5771 Eh. As for the orbital gap: 2.74 eV.

Record 6
Density functional theory data (ωB97M-V/def2-TZVPD) for a cluster of 4 separate species, C4H15NO3 in total.

Structure (XYZ):
```
23
C4H15NO3 | the Open Molecules 2025 dataset | ωB97M-V/def2-TZVPD
C 0.74 -1.43 1.47
C -0.35 -1.25 0.42
C 0.10 -0.04 -0.42
N 1.40 0.52 0.09
C 1.73 -0.27 1.35
H 1.20 -2.41 1.48
H 0.30 -1.33 2.46
H -1.28 -0.90 0.85
H -0.55 -2.16 -0.15
H 0.09 -0.24 -1.49
H -0.60 0.77 -0.24
H 2.04 0.28 -0.65
H 1.60 0.52 2.08
H 2.76 -0.61 1.27
O 0.68 3.34 0.54
H 0.62 2.42 0.20
H 0.77 3.19 1.49
O -2.05 2.62 1.48
H -2.73 1.95 1.35
H -1.83 2.94 0.59
O -1.27 -2.81 -4.45
H -1.24 -2.70 -5.41
H -2.14 -2.43 -4.31
```

The total charge is 0. The calculation puts the relative energy (zero: lowest compared OMol25 entry of this formula, charge and spin) at 101.4 kJ/mol. The calculation puts the total energy at -441.8432 Eh. As for the orbital gap: 9.95 eV. The SMILES is C1CCNC1.O.O.O.